Formula: C49H51HgN5O5P3
Source: the Open Molecules 2025 dataset
Level of theory: the ωB97M-V functional and the def2-TZVPD basis

The geometry in XYZ format:
```
114
Properties=species:S:1:pos:R:3:forces:R:3:lowdin_charge:R:1
Hg 0.462311 -1.096383 -0.103294 0.7 0.5 -0.1 1.158
N -0.297294 -3.037174 0.418685 0.1 -0.3 -0.4 -0.219
C -0.320784 -3.828562 -0.820360 0.0 0.0 0.0 -0.276
C 0.055323 -3.144665 -2.165501 0.1 0.0 0.0 -0.611
O -0.223848 -3.752886 -3.208902 -0.1 0.0 0.0 -0.041
N 0.654083 -1.961685 -2.076132 -0.1 -0.1 -0.2 -0.109
C 0.874091 -1.175435 -3.260316 0.0 0.0 0.0 -0.148
C 1.124616 0.319635 -2.987946 0.1 0.1 -0.1 -0.600
O 1.767709 0.953973 -3.809007 0.1 -0.1 0.1 0.048
O 0.585177 0.831315 -1.908787 0.0 -0.2 0.2 -0.262
H 0.357466 -3.468738 1.063021 0.0 0.1 0.0 -0.013
H -1.144289 -1.690456 1.224185 -0.2 -0.7 0.3 -0.024
H -1.319550 -4.241716 -1.004333 0.0 0.0 0.0 0.086
H 0.347977 -4.694288 -0.747015 0.0 0.0 0.0 0.100
H 0.016883 -1.249775 -3.945807 0.0 0.0 0.0 0.122
H 1.744785 -1.517916 -3.829119 0.0 0.0 0.0 0.121
C -0.193236 3.273254 -1.043667 0.0 0.1 0.0 -0.216
N -0.982382 3.020744 -2.202537 0.1 -0.3 0.0 -0.170
C -2.287168 2.431610 -1.996755 0.0 0.1 0.0 -0.283
P -2.437793 0.713093 -1.235513 0.0 0.0 0.0 1.118
C -3.146786 -0.327980 -2.569103 0.1 -0.1 0.0 -0.392
C -3.628122 0.096130 -3.804062 -0.1 0.0 0.0 -0.110
C -4.101816 -0.820214 -4.734528 0.0 0.1 0.0 -0.088
C -4.109341 -2.173805 -4.441270 0.0 0.0 0.0 -0.087
C -3.648872 -2.610289 -3.207005 0.0 0.0 0.0 -0.070
C -3.168349 -1.695477 -2.285455 0.1 0.0 0.0 -0.106
C -3.959629 1.049062 -0.251890 0.1 0.0 0.0 -0.363
C -3.789997 1.810035 0.906889 0.0 0.0 0.0 -0.119
C -4.851693 2.080405 1.752086 0.0 0.0 0.0 -0.091
C -6.112900 1.576102 1.460178 0.0 0.0 0.0 -0.104
C -6.294926 0.812091 0.318508 0.0 0.0 0.0 -0.092
C -5.227750 0.551656 -0.532771 0.0 0.0 0.0 -0.077
C -0.430147 3.124437 -3.484314 0.0 0.1 0.0 -0.231
C -0.772967 2.232792 -4.497944 -0.1 0.1 0.0 -0.040
C -0.260391 2.382883 -5.775232 0.0 0.0 0.0 -0.081
C 0.616764 3.414299 -6.070056 0.0 0.0 0.0 -0.105
C 0.974685 4.297798 -5.061401 0.0 0.0 0.0 -0.091
C 0.452771 4.163775 -3.787131 0.0 0.0 0.0 -0.037
P 1.148549 2.149420 -0.371187 -0.1 0.2 0.0 0.946
C 1.611604 3.354284 1.006746 -0.1 -0.1 0.1 -0.245
C 2.942755 3.542894 1.372554 0.0 0.0 -0.1 -0.075
C 3.294644 4.330657 2.460991 0.0 0.0 0.0 -0.080
C 2.318568 4.963235 3.211803 0.0 0.0 0.0 -0.098
C 0.985316 4.785048 2.872212 0.0 0.0 0.0 -0.095
C 0.642697 3.980926 1.797096 0.0 0.0 -0.1 -0.097
C 2.722818 2.237285 -1.270241 0.0 0.0 0.0 -0.296
C 3.143708 3.435099 -1.833094 0.0 0.0 0.0 -0.086
C 4.345914 3.498084 -2.518899 0.0 0.0 0.0 -0.071
C 5.148761 2.370936 -2.620666 0.0 0.0 0.0 -0.082
C 4.740408 1.178107 -2.043343 0.0 0.0 0.0 -0.063
C 3.525275 1.111356 -1.381991 0.0 0.0 0.0 -0.100
H -0.887645 3.340816 -0.204903 0.1 0.1 0.0 0.074
H 0.307076 4.244879 -1.098070 0.0 0.0 0.0 0.090
H -2.828993 2.465595 -2.939998 0.0 0.1 0.0 0.074
H -2.836010 3.082749 -1.305929 0.0 0.0 0.0 0.087
H -3.661099 1.145928 -4.063058 0.0 0.0 0.0 0.087
H -4.460450 -0.468322 -5.694127 0.0 0.0 0.0 0.098
H -4.455069 -2.888714 -5.176722 0.0 0.0 0.0 0.098
H -3.624716 -3.666304 -2.977879 0.0 0.0 0.0 0.106
H -2.784826 -2.042034 -1.330931 0.0 0.0 0.0 0.099
H -2.799952 2.178457 1.156516 0.0 0.0 0.0 0.081
H -4.694495 2.666335 2.649144 0.0 0.0 0.0 0.099
H -6.944929 1.770535 2.124961 0.0 0.0 0.0 0.094
H -7.274581 0.414203 0.084271 0.0 0.0 0.0 0.097
H -5.386206 -0.045743 -1.421906 0.0 0.0 0.0 0.097
H -1.385245 1.372513 -4.269768 -0.1 0.0 0.0 0.092
H -0.517969 1.654840 -6.534313 0.0 0.0 0.0 0.105
H 1.028239 3.519134 -7.065116 0.0 0.0 0.0 0.092
H 1.664736 5.106799 -5.268976 0.0 0.0 0.0 0.097
H 0.727366 4.880920 -3.024470 0.0 0.0 0.0 0.094
H 3.730427 3.064688 0.805120 0.0 0.0 0.0 0.100
H 4.339907 4.441068 2.722237 0.0 0.0 0.0 0.100
H 2.590354 5.580852 4.058593 0.0 0.0 0.0 0.096
H 0.206169 5.260228 3.456110 0.0 0.0 0.0 0.100
H -0.410402 3.829806 1.599453 0.0 0.0 0.0 0.091
H 2.537464 4.327337 -1.737443 0.0 0.0 0.0 0.100
H 4.657079 4.430267 -2.973147 0.0 0.0 0.0 0.101
H 6.086280 2.419930 -3.159818 0.0 0.0 0.0 0.098
H 5.354001 0.290730 -2.130904 0.0 0.0 0.0 0.106
H 3.179660 0.167829 -0.972926 0.0 0.0 0.0 0.080
C 4.022408 -0.196687 2.033896 -0.1 0.0 0.0 -0.275
P 3.049466 -1.755761 1.946113 0.1 -0.1 0.0 0.917
C 3.835957 -2.522937 0.463625 0.0 0.1 0.1 -0.292
C 3.891558 -2.707152 3.279578 0.0 0.1 0.0 -0.381
C 4.191841 -2.086828 4.494498 0.0 0.0 0.0 -0.114
C 4.793355 -2.787744 5.528009 0.0 0.0 0.0 -0.097
C 5.101251 -4.132831 5.375966 0.0 0.0 0.0 -0.109
C 4.787400 -4.769020 4.184959 0.0 0.0 0.0 -0.099
C 4.186319 -4.063791 3.151122 0.0 0.0 0.0 -0.104
H 3.696034 0.395948 2.887828 0.0 0.0 0.0 0.030
H 3.804655 0.393807 1.141906 0.0 0.0 0.1 0.005
H 5.094510 -0.394916 2.092557 0.0 0.0 0.0 0.050
H 4.926457 -2.508770 0.520659 0.0 0.0 0.0 0.045
H 3.504686 -1.979538 -0.424227 0.0 0.0 0.0 0.009
H 3.488136 -3.548156 0.340056 0.0 0.0 0.0 0.027
H 3.942381 -1.043381 4.639478 0.0 0.0 0.0 0.093
H 5.020330 -2.280980 6.458110 0.0 0.0 0.0 0.097
H 5.579669 -4.679258 6.178790 0.0 0.0 0.0 0.094
H 5.011611 -5.820640 4.055626 0.0 0.0 0.0 0.097
H 3.943077 -4.586646 2.235253 0.0 0.0 0.0 0.090
O -1.537898 -1.032983 1.856792 -0.4 0.6 0.7 -0.079
N -0.538366 -0.659712 2.756903 -0.1 -0.1 -0.2 -0.119
C -0.069700 -1.585827 3.621316 -0.1 0.0 0.1 -0.105
C 0.601842 -1.221646 4.739726 0.1 0.1 0.0 -0.118
C 0.670207 0.181999 5.034518 0.0 -0.1 0.0 -0.109
C 0.252834 1.104661 4.150890 0.0 0.0 -0.1 -0.023
C -0.112696 0.711301 2.757279 -0.1 0.0 0.2 -0.317
H -0.299548 -2.612153 3.366099 0.0 0.0 0.0 0.125
H 1.004257 -1.968325 5.405340 0.0 0.0 0.0 0.088
H 1.005187 0.495425 6.016884 0.0 0.0 0.0 0.096
H 0.237558 2.159913 4.385121 0.0 0.0 0.0 0.093
H -0.928345 1.297351 2.324716 0.0 0.0 0.0 0.134
O 1.067909 0.974108 1.976927 0.0 0.0 -0.1 -0.219
N 0.767094 0.865484 0.588893 0.2 -0.1 -0.3 -0.314
```
Positions in Å, forces in eV/Å.

As for the charge: -1. As for the max |F|: 0.020 Eh/bohr. As for the calculated total energy: -3725.19693 a.u. For the LUMO energy, the calculation gives 2.391 eV. The HOMO energy is -4.6849 eV.

Formula: C49H52CsN7O5P2Te
Source: the Open Molecules 2025 dataset
Level of theory: the ωB97M-V functional and the def2-TZVPD basis

The geometry in XYZ format:
```
117
Properties=species:S:1:pos:R:3:forces:R:3:lowdin_charge:R:1
Cs 1.397549 0.611930 -1.418400 0.9 -0.8 1.6 1.105
O 1.287272 -0.511195 2.784538 -0.1 0.1 0.1 -0.173
C 1.086732 0.226027 3.881533 0.1 0.2 0.0 -0.555
C 1.444962 1.790988 3.684475 -0.1 -0.4 -0.2 -0.056
C 0.409669 2.669108 3.035702 -0.1 0.1 -0.4 -0.250
C -0.555952 3.265307 3.847358 0.2 -0.2 0.1 -0.044
C -1.507878 4.082173 3.286699 -0.3 0.1 0.1 -0.075
C -1.487560 4.287250 1.928014 0.1 0.2 -0.2 -0.055
C -0.489510 3.690679 1.154746 0.0 -0.1 0.2 -0.269
C -0.519650 3.987325 -0.323466 0.1 -0.5 -0.1 -0.051
C -1.374532 2.976184 -1.220013 -0.3 0.3 0.4 -0.544
O -0.798903 1.761967 -1.261263 -1.2 0.8 0.2 -0.568
C -2.813102 2.877097 -0.608835 0.0 -0.2 -0.2 -0.113
C -3.952760 3.500218 -1.114026 0.1 0.1 0.1 -0.032
C -5.206049 3.302805 -0.532934 0.1 0.0 0.0 -0.111
C -5.340549 2.482685 0.574785 0.0 0.0 0.0 -0.123
C -4.216078 1.830026 1.073887 0.0 0.1 0.0 -0.082
C -2.977556 2.013678 0.479485 0.0 0.0 0.0 -0.033
C -1.478151 3.615706 -2.633430 -0.1 -0.2 0.0 -0.139
C -1.381839 2.740385 -3.709360 0.0 -0.1 -0.1 -0.009
C -1.479870 3.179938 -5.021010 -0.1 0.1 0.0 -0.082
C -1.686764 4.528254 -5.288815 0.0 0.0 0.1 -0.114
C -1.789685 5.418781 -4.227143 0.0 -0.1 -0.1 -0.105
C -1.689532 4.965298 -2.915659 0.0 0.0 0.0 -0.065
N 0.459504 2.907351 1.703859 -0.3 0.0 0.2 0.196
C 2.053962 -0.312524 4.978408 0.0 -0.3 -0.1 -0.137
C 1.691707 -1.385037 5.800190 0.0 0.0 0.0 -0.057
C 2.609166 -2.012627 6.633939 0.1 0.1 0.0 -0.110
C 3.934656 -1.591743 6.664444 -0.1 0.0 -0.1 -0.130
C 4.316969 -0.541052 5.839201 0.0 0.0 0.0 -0.111
C 3.389191 0.086328 5.015765 0.1 0.1 0.0 -0.048
C -0.371625 0.143867 4.400732 0.1 0.1 0.0 -0.163
C -0.763165 0.483806 5.695536 -0.1 0.1 -0.1 -0.073
C -2.096638 0.408318 6.082989 0.1 0.0 0.0 -0.107
C -3.063004 -0.006540 5.173064 0.0 0.0 0.0 -0.118
C -2.679020 -0.349838 3.881463 0.1 0.0 0.1 -0.095
C -1.342563 -0.279220 3.503686 -0.1 0.0 -0.1 -0.015
H 2.336550 1.799223 3.057157 0.0 0.0 0.0 0.108
H 1.675965 2.200488 4.674352 0.0 0.1 -0.1 0.111
H -0.543813 3.091527 4.913789 0.0 -0.1 0.0 0.100
H -2.262828 4.555658 3.904356 0.0 0.0 0.0 0.099
H -2.226395 4.922214 1.453223 0.0 -0.1 0.0 0.113
H 0.485194 3.922690 -0.745523 0.0 0.1 0.1 0.120
H -0.905580 5.001565 -0.433508 0.1 0.0 -0.1 0.092
H -3.871533 4.149556 -1.975879 0.0 0.0 0.0 0.096
H -6.077176 3.792805 -0.954649 0.0 0.0 0.0 0.086
H -6.310147 2.339863 1.040981 0.0 0.0 0.0 0.085
H -4.307757 1.180014 1.935292 0.0 0.0 0.0 0.078
H -2.108127 1.480251 0.847438 0.0 0.0 0.0 0.112
H -1.221144 1.696430 -3.471671 0.0 0.1 0.0 0.095
H -1.393652 2.470894 -5.836229 0.0 0.0 0.0 0.089
H -1.763271 4.884972 -6.310349 0.0 0.0 0.0 0.088
H -1.956427 6.472236 -4.424812 0.0 0.0 0.0 0.088
H -1.788779 5.688627 -2.114695 0.0 0.0 0.0 0.100
H 0.668899 -1.744029 5.777914 0.0 0.0 0.0 0.113
H 2.287991 -2.834816 7.265113 0.0 0.0 0.0 0.089
H 4.655097 -2.078874 7.311743 0.0 0.0 0.0 0.083
H 5.347892 -0.202283 5.841842 0.0 0.0 0.0 0.091
H 3.718327 0.897872 4.376154 0.0 -0.1 0.0 0.106
H -0.013011 0.817980 6.406646 0.0 0.0 0.0 0.116
H -2.383583 0.676771 7.094730 0.0 0.0 0.0 0.088
H -4.105011 -0.057955 5.469952 0.0 0.0 0.0 0.085
H -3.424933 -0.671877 3.162888 0.0 0.0 0.0 0.083
H -1.008501 -0.543716 2.504477 0.0 0.0 0.1 0.097
C -0.170080 -5.902328 -1.933062 0.0 0.2 -0.1 -0.056
N 0.929477 -5.141423 -2.484371 -0.1 -0.1 0.2 -0.142
C 1.193380 -4.959824 -3.819617 0.0 0.0 0.0 -0.097
C 2.283029 -4.142195 -3.877014 0.1 0.1 0.1 -0.133
N 2.690973 -3.810415 -2.609317 0.0 0.0 0.0 0.093
C 1.859074 -4.403129 -1.787067 0.0 0.0 -0.2 -0.477
P 1.777760 -4.426114 0.041783 -0.1 0.2 0.1 1.139
C 0.201773 -3.493523 0.234899 0.0 0.0 0.3 -0.475
N -0.115311 -2.406835 -0.418698 0.0 0.5 -0.4 0.077
C -1.330251 -1.987838 0.046507 0.1 0.0 0.0 -0.127
C -1.767189 -2.851272 1.011221 0.1 -0.1 0.0 -0.076
N -0.787926 -3.807864 1.135777 0.0 -0.2 0.0 -0.119
C -0.863107 -4.975731 1.991746 0.0 0.1 -0.1 -0.041
C 3.017660 -3.192493 0.579011 0.3 0.2 0.0 -0.468
N 3.875949 -2.531135 -0.165793 0.0 0.0 -0.2 0.073
C 4.671972 -1.834586 0.698774 0.0 0.0 -0.2 -0.150
C 4.293447 -2.073972 1.986122 -0.1 -0.1 0.1 -0.070
N 3.253560 -2.955643 1.908417 0.0 -0.1 0.0 -0.116
C 2.473826 -3.419283 3.026081 -0.3 -0.1 0.2 -0.042
H -0.366572 -6.767441 -2.563190 0.0 0.0 0.0 0.083
H -1.076654 -5.297072 -1.861890 0.0 0.0 0.0 0.092
H 0.092662 -6.251262 -0.934944 0.0 0.0 0.0 0.047
H 0.589279 -5.415818 -4.588270 0.0 0.0 0.1 0.107
H 2.784506 -3.749035 -4.750342 0.0 0.0 0.1 0.080
H -1.795157 -1.080484 -0.319598 0.1 -0.1 0.0 0.104
H -2.650895 -2.864228 1.630432 0.1 0.0 0.0 0.109
H -1.764561 -4.908278 2.596123 0.0 0.0 0.0 0.087
H -0.006377 -5.032818 2.657099 0.0 0.0 0.0 0.063
H -0.899766 -5.890985 1.401227 0.0 0.0 0.0 0.075
H 5.456818 -1.183474 0.341984 -0.1 -0.1 0.0 0.092
H 4.639135 -1.686361 2.931418 -0.1 0.0 0.0 0.108
H 3.123356 -3.599806 3.878948 0.1 0.0 0.1 0.088
H 1.991150 -4.357626 2.757771 0.1 -0.1 0.0 0.040
H 1.719905 -2.680036 3.301214 0.0 0.2 -0.1 0.073
C 1.017487 2.902777 -7.856982 0.0 0.0 0.1 -0.079
C 1.467574 1.507842 -7.471258 -0.1 0.0 0.1 -0.345
O 1.572214 1.443186 -6.049845 0.3 0.0 -0.3 -0.310
P 2.165305 0.106418 -5.301256 -1.0 0.2 -0.3 0.023
O 2.138579 0.472175 -3.858162 0.5 -0.2 -1.4 -0.685
Te 4.024390 -0.763705 -6.431682 0.4 -0.1 0.0 0.236
O 0.980892 -0.963181 -5.652483 -0.1 0.0 0.1 -0.343
C -0.346646 -0.681276 -5.186566 0.0 0.0 0.2 -0.289
C -0.754777 -1.590378 -4.039793 0.1 0.2 -0.1 -0.065
H 0.941864 2.980558 -8.945838 0.0 0.0 0.1 0.069
H 1.735299 3.641056 -7.494282 0.0 0.0 0.0 0.079
H 0.045911 3.136079 -7.418234 0.1 0.0 0.0 0.044
H 2.429543 1.279768 -7.929602 0.1 -0.1 0.0 0.042
H 0.756008 0.756780 -7.835126 0.0 0.0 0.1 0.112
H -1.019621 -0.829616 -6.034222 0.0 0.0 -0.1 0.113
H -0.424519 0.362503 -4.876129 0.0 0.0 -0.1 0.077
H -0.657232 -2.636811 -4.328572 0.0 0.0 0.0 0.063
H -1.793342 -1.380851 -3.766532 0.0 0.0 0.0 0.080
H -0.127482 -1.414823 -3.167735 0.0 -0.1 0.0 0.036
```
Positions in Å, forces in eV/Å.

As for the charge: -2. As for the max |F|: 0.040 Eh/bohr. As for the calculated total energy: -3628.93456 a.u. For the LUMO energy, the calculation gives 3.578 eV. The HOMO energy is -2.3603 eV.